Density functional theory data (ωB97M-V/def2-TZVPD) for a 3-piece molecular cluster, C3H12NO2 overall in a non-equilibrium geometry.

Geometry as ORCA input:
```
! RIJCOSX wB97M-V def2-TZVPD def2/J DEFGRID3
* xyz 1 1
C 1.47619 -0.83117 1.25698
C 1.46773 0.14472 0.10582
C 2.29844 1.16927 -0.02973
N 0.81161 -0.38329 -1.13180
H 0.54520 -0.78942 1.82973
H 1.55324 -1.84308 0.84714
H 2.36663 -0.67632 1.84736
H 2.61473 1.57886 -0.97777
H 2.55311 1.62150 0.92478
H 1.41855 -1.00711 -1.67198
H 0.59183 0.41180 -1.73024
H -0.07674 -0.86981 -0.85892
H -2.40883 -0.42374 -0.32682
H -2.24030 -1.79247 -1.01042
O -1.74067 -1.01777 -0.72740
H -3.25153 1.00981 1.51650
H -2.60665 1.98864 0.49402
O -3.01059 1.12037 0.59121
*
```

Properties
energy relative to the best compared isomer or geometry (same formula, charge and spin): 0.9248 eV
LUMO: -3.2 eV
maximum force: 1.7 eV Å⁻¹
E: -8883.949 eV

Density functional theory data (ωB97M-V/def2-TZVPD) for a 3-piece molecular cluster, C3H12NO2 overall in a non-equilibrium geometry.

Geometry as ORCA input:
```
! RIJCOSX wB97M-V def2-TZVPD def2/J DEFGRID3
* xyz 1 1
C 0.26561 -1.97405 0.51129
C 1.24925 -0.97131 -0.07842
C 0.91133 1.44346 -0.24016
N 0.45333 0.29997 -0.22295
H 0.35958 -1.90187 1.66368
H -0.79091 -1.94299 0.21890
H 0.60967 -2.97283 0.22744
H 2.08747 -0.74985 0.56541
H 1.49411 -1.45080 -1.06204
H 0.57644 2.40880 0.13798
H 1.83301 1.53311 -0.83399
H -0.47972 0.24659 -0.51422
H -2.34494 -0.17488 -2.67252
H -1.22326 -0.06854 -3.66440
O -1.44112 -0.12788 -2.74142
H -0.81215 2.75287 2.65652
H -1.61154 1.84910 3.48922
O -1.13614 1.80111 2.55969
*
```

Properties
energy relative to the best compared isomer or geometry (same formula, charge and spin): 3.1595 eV
LUMO: -5.3 eV
maximum force: 5.2 eV Å⁻¹
E: -8881.715 eV

Density functional theory data (ωB97M-V/def2-TZVPD) for a 3-piece molecular cluster, C3H12NO2 overall in a non-equilibrium geometry.

Geometry as ORCA input:
```
! RIJCOSX wB97M-V def2-TZVPD def2/J DEFGRID3
* xyz 1 1
C -1.61374 -0.13587 -0.74122
C -0.28718 0.49643 -1.15549
C -0.00154 1.24235 -2.19826
N 0.75623 0.26342 -0.10940
H -2.41877 0.66661 -0.81196
H -1.74803 -0.89569 -1.51036
H -1.61168 -0.55455 0.27909
H 0.92289 1.69575 -2.48123
H -0.77419 1.49049 -2.92903
H 0.68131 0.77323 0.79845
H 1.68553 0.50479 -0.47408
H 0.74404 -0.72244 0.21454
H 0.86125 1.16987 3.08171
H -0.73702 1.44953 3.08973
O 0.05741 1.27233 2.56310
H 0.79393 -3.22492 1.42716
H 1.43144 -2.93557 0.04367
O 1.25810 -2.55575 0.91357
*
```

Properties
energy relative to the best compared isomer or geometry (same formula, charge and spin): 0.8762 eV
LUMO: -3.1 eV
maximum force: 1.8 eV Å⁻¹
E: -8883.998 eV

Density functional theory data (ωB97M-V/def2-TZVPD) for a 2-piece molecular cluster, C3H12NO2 overall in a non-equilibrium geometry.

Geometry as ORCA input:
```
! RIJCOSX wB97M-V def2-TZVPD def2/J DEFGRID3
* xyz 1 1
C -0.15386 -0.26687 0.09216
C -0.28179 0.68557 -1.15986
C -1.74613 1.12003 -1.22614
O 0.68947 1.68869 -1.14660
N 1.37019 -0.50165 0.22364
H -0.80171 0.09737 0.88968
H -0.55145 -1.26637 -0.12541
H 0.01301 0.09631 -2.02536
H -2.35157 0.28570 -1.57949
H -1.78132 1.99466 -1.88276
H -2.11181 1.49808 -0.25631
H 0.50895 2.34856 -0.47177
H 1.79336 0.19066 -0.40159
H 1.51889 -1.46065 -0.08193
H 1.74377 -0.51583 1.17454
H 1.22113 -2.00435 3.27758
H -0.01062 -1.92536 2.32908
O 0.93148 -2.06453 2.37053
*
```

Properties
energy relative to the best compared isomer or geometry (same formula, charge and spin): 0.9124 eV
LUMO: -3.3 eV
maximum force: 1.8 eV Å⁻¹
E: -8883.962 eV

Density functional theory data (ωB97M-V/def2-TZVPD) for a 3-piece molecular cluster, C3H12NO2 overall in a non-equilibrium geometry.

Geometry as ORCA input:
```
! RIJCOSX wB97M-V def2-TZVPD def2/J DEFGRID3
* xyz 1 1
C 2.15229 -0.02551 1.93756
C 1.32505 0.14547 0.71383
C 1.76650 -0.15442 -0.48842
N 0.86052 -0.01231 -1.63294
H 1.81643 -0.90397 2.49410
H 2.01510 0.81264 2.62561
H 3.22010 -0.08952 1.78887
H 0.32276 0.50942 0.89732
H 2.79081 -0.32162 -0.75637
H 1.14810 0.68317 -2.32643
H -0.10615 0.24060 -1.33418
H 0.77657 -0.86934 -2.19756
H -2.19852 0.16466 -0.52086
H -2.32397 1.51311 -1.18712
O -1.68670 0.80158 -1.05740
H -4.23811 -0.77736 -0.38948
H -3.99698 -1.11818 1.08148
O -3.64380 -0.59843 0.35201
*
```

Properties
energy relative to the best compared isomer or geometry (same formula, charge and spin): 0.6186 eV
LUMO: -3.0 eV
maximum force: 1.1 eV Å⁻¹
E: -8884.256 eV

Density functional theory data (ωB97M-V/def2-TZVPD) for a 3-piece molecular cluster, C3H12NO2 overall in a non-equilibrium geometry.

Geometry as ORCA input:
```
! RIJCOSX wB97M-V def2-TZVPD def2/J DEFGRID3
* xyz 1 1
C -2.32631 -1.12272 1.38921
C -1.02361 -0.86481 2.10502
C 0.84862 0.44237 1.48125
N -0.17148 -0.23503 1.05583
H -2.81298 -0.21976 1.27097
H -2.26134 -1.56970 0.38147
H -3.15721 -1.61258 1.96667
H -1.27913 -0.20391 2.96559
H -0.50769 -1.80692 2.47651
H 1.82555 0.61013 0.99971
H 0.95399 0.46715 2.63222
H 0.00242 0.01961 -0.16421
H 3.17638 2.09238 -4.31974
H 3.15176 0.89673 -4.91398
O 2.70904 1.28681 -4.13396
H -0.40291 0.97343 -1.82229
H 0.93037 0.20467 -2.03937
O 0.34452 0.64214 -1.33090
*
```

Properties
energy relative to the best compared isomer or geometry (same formula, charge and spin): 2.8171 eV
LUMO: -4.3 eV
maximum force: 4.6 eV Å⁻¹
E: -8882.057 eV

Density functional theory data (ωB97M-V/def2-TZVPD) for a 3-piece molecular cluster, C3H12NO2 overall in a non-equilibrium geometry.

Geometry as ORCA input:
```
! RIJCOSX wB97M-V def2-TZVPD def2/J DEFGRID3
* xyz 2 2
C -1.72898 0.23955 -1.99979
C -0.81074 0.08967 -0.90748
C 0.18687 0.95952 -0.52259
N 1.13144 0.61773 0.52546
H -2.54928 -0.46861 -2.00627
H -2.34302 1.14719 -2.16073
H -1.16121 0.13130 -2.97163
H -0.85303 -0.87838 -0.38793
H 0.29122 1.98374 -0.86898
H 1.27128 1.23961 1.33503
H 1.03197 -0.28754 1.02853
H 2.02876 0.46662 0.00619
H 2.11035 -2.82193 0.15884
H 0.81782 -2.45190 -0.53674
O 1.44366 -2.11024 0.09512
H -0.88071 0.20823 2.82615
H 0.11025 1.18748 3.61319
O -0.09666 0.74797 2.77364
*
```

Properties
energy relative to the best compared isomer or geometry (same formula, charge and spin): 1.1618 eV
LUMO (spin up / spin down): -9.9 / -13.8 eV
maximum force: 2.2 eV Å⁻¹
<S²>: 0.754
E: -8869.644 eV

Density functional theory data (ωB97M-V/def2-TZVPD) for a 3-piece molecular cluster, C3H12NO2S overall in a non-equilibrium geometry.

Geometry as ORCA input:
```
! RIJCOSX wB97M-V def2-TZVPD def2/J DEFGRID3
* xyz -2 2
C 0.29514 -0.21062 0.29272
C 0.23417 -0.46581 -1.27139
S 1.48035 0.56382 -2.14814
C -0.54124 -1.27398 1.01423
N 0.06251 -2.60049 1.16876
H -0.03796 0.81166 0.49989
H 1.37459 -0.30625 0.36982
H -0.74339 -0.15274 -1.64140
H 0.33337 -1.53639 -1.41974
H -1.54863 -1.41151 0.54706
H -0.80869 -0.94171 2.04164
H 0.42991 -2.92914 0.29419
H 0.76344 -2.70842 1.88180
H -1.28576 1.80715 -2.15049
H -2.24402 1.47542 -0.96865
O -2.20048 1.87826 -1.84284
H 1.58080 2.26254 1.73537
H 1.51268 2.66860 0.35185
O 1.34323 3.06962 1.24534
*
```

Properties
energy relative to the best compared isomer or geometry (same formula, charge and spin): 0.6872 eV
LUMO (spin up / spin down): 6.0 / 5.9 eV
maximum force: 2.5 eV Å⁻¹
<S²>: 0.751
E: -19722.915 eV

Among the records above, which one has the highest maximum force? number 2

E of number 5 (C3H12NO2)? -8884.256 eV